No. 1
12
Properties=species:S:1:pos:R:3 method="wB97M-V/def2-TZVPD" total_charge=0 relative_energy_ev=0.9474 largest_force_ev_per_a=2.2 orbital_gap_ev=10.510 e_lumo_ev=0.01
O 0.194 -0.130 -1.120
H 0.859 -0.415 -0.516
H -0.582 -0.463 -0.633
O -0.853 2.293 -1.182
H -0.207 2.936 -1.398
H -0.468 1.437 -1.313
O 2.213 -0.759 1.035
H 2.237 -1.651 1.335
H 1.646 -0.328 1.682
O -1.840 -1.047 0.392
H -1.865 -0.222 0.837
H -1.339 -1.655 0.881


No. 2
12
Properties=species:S:1:pos:R:3 method="wB97M-V/def2-TZVPD" total_charge=0 relative_energy_ev=1.3800 largest_force_ev_per_a=1.5 orbital_gap_ev=12.040 e_lumo_ev=0.89
O -0.729 -2.908 -4.165
H -1.649 -3.073 -4.365
H -0.727 -2.923 -3.208
O -0.899 -2.496 4.047
H -1.624 -2.762 3.488
H -1.272 -2.398 4.923
O 1.771 -0.248 -4.173
H 1.585 -1.134 -4.536
H 1.604 0.527 -4.729
O 0.233 5.672 4.141
H 0.727 5.760 4.971
H 0.979 5.982 3.607


No. 3
12
Properties=species:S:1:pos:R:3 method="wB97M-V/def2-TZVPD" total_charge=0 relative_energy_ev=1.0088 largest_force_ev_per_a=3.5 orbital_gap_ev=10.980 e_lumo_ev=0.48
O -6.679 -1.785 1.769
H -5.952 -1.225 1.559
H -7.292 -1.306 2.341
O -8.121 0.229 3.088
H -9.107 0.408 3.005
H -8.004 0.197 4.058
O -8.534 -3.691 2.754
H -8.558 -4.578 2.272
H -7.843 -3.283 2.224
O -9.681 -3.114 4.935
H -9.468 -3.368 4.017
H -8.777 -2.907 5.085


No. 4
12
Properties=species:S:1:pos:R:3 method="wB97M-V/def2-TZVPD" total_charge=0 relative_energy_ev=0.9162 largest_force_ev_per_a=3.5 orbital_gap_ev=10.518 e_lumo_ev=0.12
O 1.983 0.455 1.162
H 2.676 0.733 1.725
H 2.016 -0.504 1.278
O -1.938 1.790 -1.558
H -2.188 2.727 -1.431
H -1.636 1.499 -0.688
O -0.848 0.421 0.530
H 0.058 0.420 0.747
H -0.956 -0.506 0.294
O -0.079 -2.362 -0.637
H 0.315 -1.821 -1.251
H 0.598 -2.852 -0.170


No. 5
12
Properties=species:S:1:pos:R:3 method="wB97M-V/def2-TZVPD" total_charge=0 relative_energy_ev=0.9936 largest_force_ev_per_a=2.7 orbital_gap_ev=11.090 e_lumo_ev=0.48
O 0.590 0.515 -0.127
H 1.549 0.337 -0.178
H 0.231 0.227 0.725
O 1.283 -1.565 -1.787
H 0.756 -0.881 -1.456
H 1.390 -1.235 -2.683
O -0.407 -0.664 2.128
H -1.115 -1.012 2.678
H 0.084 -1.492 1.963
O -1.652 1.876 -0.157
H -0.741 1.551 -0.175
H -1.969 2.341 -0.935


No. 6
13
Properties=species:S:1:pos:R:3 method="wB97M-V/def2-TZVPD" total_charge=0 relative_energy_ev=1.9726 largest_force_ev_per_a=2.8 orbital_gap_ev=9.575 e_lumo_ev=-0.41
H -1.109 -1.295 -0.124
N -1.462 -1.139 0.890
Si -0.321 -0.956 1.987
Si -1.027 -0.273 4.092
H 1.101 -1.007 1.710
H -2.272 -0.847 4.713
H -1.289 1.134 4.346
H 0.243 -0.707 5.034
Si 1.220 0.697 -4.108
H 0.658 -0.319 -3.222
H 0.452 0.626 -5.353
H 2.684 0.639 -4.204
H 0.818 1.940 -3.429


No. 7
13
Properties=species:S:1:pos:R:3 method="wB97M-V/def2-TZVPD" total_charge=+1 relative_energy_ev=0.3579 largest_force_ev_per_a=1.3 orbital_gap_ev=12.893 e_lumo_ev=-3.25
O -0.447 2.026 1.896
H -1.279 1.806 2.335
H -0.427 2.996 2.001
O 1.511 -0.004 -2.308
H 2.389 -0.337 -2.513
H 0.954 -0.332 -3.055
O -1.023 -1.921 0.637
H -1.870 -2.156 0.277
H -0.509 -2.709 0.801
O 0.260 0.135 0.091
H 0.772 0.208 -0.753
H -0.363 -0.719 0.121
H 0.033 1.008 0.471


No. 8
13
Properties=species:S:1:pos:R:3 method="wB97M-V/def2-TZVPD" multiplicity=2 total_charge=+2 s_squared=0.753 relative_energy_ev=1.5317 largest_force_ev_per_a=2.0 orbital_gap_ev="11.225 / 3.466" e_lumo_ev="-9.18 / -16.88"
O -2.228 0.970 -0.036
H -2.852 0.615 0.608
H -2.710 1.601 -0.594
O 2.139 -0.330 -2.145
H 2.846 0.376 -2.353
H 1.916 -0.738 -3.045
O 0.172 -0.658 2.217
H 0.750 -1.365 2.552
H 0.181 -0.062 2.984
O -0.017 -0.083 -0.164
H 0.766 -0.333 -0.670
H -0.004 -0.363 0.913
H -0.959 0.368 -0.267


No. 9
14
Properties=species:S:1:pos:R:3 method="wB97M-V/def2-TZVPD" total_charge=-1 relative_energy_ev=0.9915 largest_force_ev_per_a=1.0 orbital_gap_ev=7.506 e_lumo_ev=3.73
S -0.073 -0.383 -0.406
H -0.004 0.431 -1.469
H -0.543 -0.998 3.281
H -0.309 -0.969 1.690
O -0.375 -1.517 2.498
H 0.211 2.227 -0.443
H 0.796 3.293 -1.371
O 0.890 2.916 -0.491
H -2.631 -0.370 1.036
H -2.679 -1.772 1.586
O -3.236 -1.104 1.170
H 3.630 0.194 -1.938
H 2.066 0.041 -1.895
O 2.829 0.234 -2.455


No. 10
8
Properties=species:S:1:pos:R:3 method="wB97M-V/def2-TZVPD" total_charge=0 relative_energy_ev=1.5693 largest_force_ev_per_a=3.6 orbital_gap_ev=6.547 e_lumo_ev=-1.49
Si -1.716 0.275 -0.092
Si 1.348 -0.550 0.001
I -1.497 1.041 2.224
I -1.640 2.139 -1.801
I 2.500 1.564 -0.372
I 1.868 -1.345 2.307
I 1.639 -2.239 -1.770
H -2.502 -0.885 -0.497


No. 11
7
Properties=species:S:1:pos:R:3 method="wB97M-V/def2-TZVPD" total_charge=0 relative_energy_ev=2.1980 largest_force_ev_per_a=4.0 orbital_gap_ev="9.137 / 7.379" e_lumo_ev="-0.62 / -1.58"
N 2.106 0.605 0.139
N -1.824 -0.912 -0.057
O 3.173 0.047 0.147
O -1.969 -1.709 0.862
O -2.502 -0.374 -0.834
P 0.578 0.544 0.063
H 0.438 1.800 -0.319


No. 12
7
Properties=species:S:1:pos:R:3 method="wB97M-V/def2-TZVPD" total_charge=-1 relative_energy_ev=4.4090 largest_force_ev_per_a=3.7 orbital_gap_ev=7.321 e_lumo_ev=4.18
N 1.409 0.528 -0.193
N 0.998 1.568 -0.194
O -1.214 -1.042 -1.052
O 1.936 -0.457 -0.437
O -0.152 -0.989 1.119
S -1.426 -0.724 0.344
H -1.550 1.116 0.413


No. 13
7
Properties=species:S:1:pos:R:3 method="wB97M-V/def2-TZVPD" multiplicity=3 total_charge=+1 s_squared=2.012 relative_energy_ev=0.0177 largest_force_ev_per_a=4.2 orbital_gap_ev="13.454 / 6.059" e_lumo_ev="-4.03 / -11.06"
N -1.084 -1.054 -0.565
N -0.371 -1.406 -1.348
O 0.400 -1.699 -2.117
O 0.514 0.745 1.585
O 0.247 0.852 -0.523
O 0.167 1.458 0.523
H 0.127 1.105 2.444


No. 14
8
Properties=species:S:1:pos:R:3 method="wB97M-V/def2-TZVPD" total_charge=-1 relative_energy_ev=3.2913 largest_force_ev_per_a=5.5 orbital_gap_ev=8.940 e_lumo_ev=3.73
N -0.101 -0.329 0.529
N 0.910 0.493 0.850
O -2.357 -0.411 -1.229
O 1.805 0.077 1.604
O 0.801 1.597 0.358
O -0.123 -0.295 -2.093
S -1.095 0.397 -1.288
H 0.161 -1.529 1.270


No. 15
8
Properties=species:S:1:pos:R:3 method="wB97M-V/def2-TZVPD" total_charge=-1 relative_energy_ev=1.4194 largest_force_ev_per_a=5.6 orbital_gap_ev=9.084 e_lumo_ev=3.93
N -0.377 0.091 -0.535
N -1.116 -0.728 0.071
O 1.529 0.679 1.259
O -2.139 -0.344 0.622
O -0.881 -1.909 0.001
O 2.072 1.020 -1.038
S 1.611 0.080 -0.073
H -0.698 1.110 -0.307


No. 16
4
Properties=species:S:1:pos:R:3 method="wB97M-V/def2-TZVPD" total_charge=0 relative_energy_ev=0.2375 largest_force_ev_per_a=1.8 orbital_gap_ev="7.427 / 7.407" e_lumo_ev="-1.46 / -1.46"
N 1.631 1.220 -0.321
N 1.404 0.294 0.230
P -1.928 -0.245 -0.202
H -1.107 -1.269 0.293


No. 17
4
Properties=species:S:1:pos:R:3 method="wB97M-V/def2-TZVPD" total_charge=0 relative_energy_ev=0.0408 largest_force_ev_per_a=3.6 orbital_gap_ev=11.432 e_lumo_ev=1.20
H -0.614 -1.158 -0.419
N -0.627 -0.468 0.320
N 0.255 0.373 0.105
N 0.987 1.253 -0.006


No. 18
5
Properties=species:S:1:pos:R:3 method="wB97M-V/def2-TZVPD" total_charge=0 relative_energy_ev=7.3037 largest_force_ev_per_a=2.4 orbital_gap_ev="11.920 / 8.406" e_lumo_ev="-0.25 / -2.87"
N -1.002 -0.129 -0.375
N -0.183 -0.905 0.318
N 0.026 0.264 -1.100
O 0.975 -0.412 -0.365
H 0.183 1.182 1.521


No. 19
5
Properties=species:S:1:pos:R:3 method="wB97M-V/def2-TZVPD" total_charge=0 relative_energy_ev=3.3395 largest_force_ev_per_a=2.6 orbital_gap_ev="8.240 / 8.249" e_lumo_ev="-0.26 / -0.26"
N 0.288 0.367 0.604
N 0.319 0.667 1.695
N -0.042 -0.316 -0.402
O -1.258 -0.236 -0.788
H 0.693 -0.482 -1.109


No. 20
6
Properties=species:S:1:pos:R:3 method="wB97M-V/def2-TZVPD" total_charge=0 relative_energy_ev=9.7191 largest_force_ev_per_a=4.5 orbital_gap_ev="9.178 / 8.939" e_lumo_ev="-1.44 / -1.29"
N -0.114 -1.872 -0.109
N 0.662 0.190 0.759
N 0.068 1.039 0.122
O -0.054 1.547 -0.915
O -0.628 0.760 1.227
H 0.065 -1.664 -1.083